(1)
Here is a molecular structure, C4H13N2 in a non-equilibrium geometry from OMol25. Energies are from ωB97M-V/def2-TZVPD.

Element x y z (Å)
N1 0.872 0.235 0.832
C1 1.984 0.636 0.071
C2 2.730 -0.593 -0.531
N2 -1.384 -0.024 -0.330
C3 -2.231 1.084 -0.047
C4 -1.892 -1.321 -0.022
H1 -0.242 0.139 0.281
H2 0.711 0.761 1.707
H3 3.579 -0.229 -1.104
H4 2.655 1.224 0.709
H5 1.637 1.277 -0.766
H6 2.059 -1.198 -1.138
H7 3.094 -1.215 0.287
H8 -3.216 0.993 -0.534
H9 -1.797 2.021 -0.406
H10 -2.418 1.191 1.035
H11 -1.192 -2.100 -0.328
H12 -2.830 -1.488 -0.577
H13 -2.123 -1.436 1.051

Multiplicity = 2
Energy above the lowest of the compared OMol25 structures with the same formula, charge and spin = 137.8 kcal/mol
Lowest unoccupied orbital energy (alpha / beta) = -14.25 / -13.36 eV
Frontier orbital gap (alpha / beta) = 6.324 / 7.504 eV
Net charge = +2
Energy = -268.786712 hartree


(2)
Here is 2 unconnected molecules or ions with the total composition C5H12NOP in a non-equilibrium geometry from OMol25. Energies are from ωB97M-V/def2-TZVPD.

Element x y z (Å)
C1 1.380 -2.347 -0.325
C2 -3.028 -0.368 1.285
C3 2.114 1.352 0.320
C4 -1.363 0.518 -1.826
C5 0.672 1.121 0.982
N1 0.951 -1.569 0.560
O1 -0.445 -0.323 -1.095
P1 -0.270 -0.432 0.530
H1 2.261 -3.071 0.027
H2 0.862 -2.338 -1.239
H3 -2.856 -1.408 0.734
H4 -3.249 -0.734 2.426
H5 2.399 2.358 0.603
H6 2.721 0.590 0.555
H7 1.965 1.463 -0.698
H8 -1.611 -0.035 -2.710
H9 -1.000 1.466 -1.927
H10 -2.391 0.550 -1.250
H11 0.152 2.089 0.953
H12 0.736 1.118 2.094

Energy above the lowest of the compared OMol25 structures with the same formula, charge and spin = 121.2 kcal/mol
Lowest unoccupied orbital energy = -0.22 eV
Frontier orbital gap = 8.222 eV
Energy = -668.832180 hartree


(3)
Here is a molecular structure, C48H54BrN8O7RbSSb in a non-equilibrium geometry from OMol25. Energies are from ωB97M-V/def2-TZVPD.

Element x y z (Å)
Rb1 0.084 -1.208 -0.734
O1 0.645 -3.792 -1.167
C1 1.464 -4.699 -1.606
C2 1.140 -6.074 -1.619
C3 1.998 -7.018 -2.155
C4 3.225 -6.650 -2.698
C5 3.584 -5.306 -2.657
C6 2.749 -4.346 -2.112
C7 3.205 -2.907 -2.015
O2 2.153 -2.014 -2.159
N1 3.892 -2.644 -0.722
N2 3.165 -2.228 0.316
C8 3.638 -2.359 1.493
C9 2.959 -1.835 2.677
Br1 1.208 -1.179 2.384
C10 3.527 -1.846 3.885
C11 3.054 -1.366 5.194
C12 2.254 -0.236 5.371
C13 1.859 0.161 6.639
C14 2.260 -0.558 7.756
C15 3.075 -1.670 7.597
C16 3.474 -2.062 6.330
H1 1.388 -2.555 -1.784
H2 0.186 -6.369 -1.194
H3 1.704 -8.062 -2.152
H4 3.889 -7.389 -3.126
H5 4.542 -4.993 -3.065
H6 3.963 -2.705 -2.779
H7 4.649 -3.291 -0.516
H8 4.606 -2.836 1.673
H9 4.505 -2.323 3.910
H10 1.947 0.349 4.517
H11 1.236 1.038 6.756
H12 1.945 -0.247 8.743
H13 3.404 -2.233 8.462
H14 4.113 -2.929 6.210
C17 -3.907 3.200 0.129
N3 -3.337 2.657 -1.098
C18 -4.125 2.705 -2.315
C19 -2.311 1.830 -1.012
N4 -1.388 1.139 -0.941
H15 -4.792 2.639 0.440
H16 -4.184 4.242 -0.036
H17 -3.168 3.153 0.927
H18 -5.013 2.067 -2.243
H19 -3.519 2.378 -3.156
H20 -4.445 3.733 -2.491
O3 -1.179 5.155 6.244
S1 -1.215 4.367 7.462
O4 -0.929 5.099 8.678
O5 -3.263 4.295 7.752
C20 -3.968 3.723 6.863
N5 -5.324 3.881 6.918
C21 -6.021 3.322 5.953
C22 -5.468 2.593 4.904
C23 -4.087 2.452 4.950
N6 -3.352 2.981 5.910
C24 -3.322 1.714 3.903
C25 -1.954 1.930 3.777
C26 -1.255 1.255 2.791
N7 -1.817 0.399 1.935
C27 -3.125 0.191 2.068
C28 -3.913 0.816 3.021
H21 -7.099 3.461 6.005
H22 -6.080 2.191 4.112
H23 -1.467 2.628 4.446
H24 -0.191 1.421 2.661
H25 -3.570 -0.510 1.368
H26 -4.968 0.586 3.080
C29 4.274 3.737 0.852
C30 2.905 3.330 1.391
Sb1 1.634 2.098 0.134
C31 0.879 3.672 -1.154
C32 1.674 4.967 -1.273
C33 3.183 1.290 -1.164
C34 3.552 2.082 -2.414
H27 4.720 4.525 1.463
H28 4.226 4.107 -0.172
H29 4.965 2.893 0.860
H30 2.303 4.206 1.643
H31 3.022 2.771 2.322
H32 -0.124 3.875 -0.772
H33 0.733 3.212 -2.133
H34 1.812 5.447 -0.303
H35 1.157 5.685 -1.918
H36 2.662 4.801 -1.701
H37 2.854 0.287 -1.444
H38 4.056 1.151 -0.522
H39 2.684 2.265 -3.050
H40 4.281 1.536 -3.018
H41 3.988 3.052 -2.173
C35 -2.687 -3.974 -1.915
O6 -2.911 -4.235 -3.305
C36 -1.796 -4.009 -4.081
C37 -0.691 -4.838 -4.037
C38 0.414 -4.559 -4.826
C39 0.402 -3.456 -5.669
C40 -0.710 -2.633 -5.726
C41 -1.808 -2.905 -4.924
N8 -3.001 -2.142 -4.979
C42 -3.159 -0.842 -5.211
C43 -2.259 0.195 -5.037
C44 -2.520 1.435 -5.713
C45 -1.664 2.479 -5.631
C46 -0.481 2.350 -4.827
C47 -0.223 1.233 -4.111
C48 -1.134 0.099 -4.109
O7 -0.991 -0.857 -3.338
H42 -1.762 -4.434 -1.569
H43 -3.538 -4.385 -1.378
H44 -2.620 -2.895 -1.745
H45 -0.681 -5.684 -3.365
H46 1.289 -5.191 -4.754
H47 1.267 -3.225 -6.276
H48 -0.722 -1.771 -6.379
H49 -3.837 -2.696 -4.862
H50 -4.151 -0.589 -5.582
H51 -3.413 1.507 -6.326
H52 -1.859 3.400 -6.163
H53 0.212 3.182 -4.785
H54 0.660 1.139 -3.492

Energy above the lowest of the compared OMol25 structures with the same formula, charge and spin = 21.7 kcal/mol
Lowest unoccupied orbital energy = 0.86 eV
Frontier orbital gap = 6.230 eV
Net charge = -1
Energy = -6062.756697 hartree


(4)
Here is a molecular structure, C6H6O in a non-equilibrium geometry from OMol25. Energies are from ωB97M-V/def2-TZVPD.

Element x y z (Å)
C1 2.914 0.647 -0.181
C2 1.729 0.399 -0.214
C3 0.364 0.051 -0.371
C4 -0.776 0.918 0.036
C5 -1.670 0.012 0.822
O1 -1.552 -1.192 0.675
C6 -0.035 -1.279 -0.484
H1 3.957 0.853 -0.096
H2 -1.646 1.005 -0.673
H3 -0.570 1.921 0.433
H4 -2.550 0.379 1.348
H5 0.546 -2.080 -0.034
H6 -0.712 -1.633 -1.262

Energy above the lowest of the compared OMol25 structures with the same formula, charge and spin = 115.9 kcal/mol
Lowest unoccupied orbital energy = 0.61 eV
Frontier orbital gap = 7.722 eV
Energy = -307.278659 hartree


(5)
Here is C26H32N4O3 in the gas phase from OMol25. Energies are from ωB97M-V/def2-TZVPD.

Element x y z (Å)
C1 1.448 4.619 -1.753
C2 0.186 4.803 -0.916
C3 -0.119 3.611 -0.010
C4 -0.523 2.367 -0.805
N1 -0.942 1.250 0.024
C5 -0.141 0.502 0.829
O1 -0.608 -0.398 1.510
C6 1.354 0.761 0.803
H1 1.605 1.386 1.664
H2 1.675 1.283 -0.095
C7 2.091 -0.584 0.946
C8 1.650 -1.590 -0.089
C9 1.294 -1.236 -1.386
C10 0.898 -2.199 -2.302
C11 0.848 -3.531 -1.936
C12 1.202 -3.896 -0.648
C13 1.600 -2.934 0.262
H3 1.872 -3.227 1.266
H4 1.168 -4.934 -0.351
H5 0.537 -4.280 -2.650
H6 0.626 -1.902 -3.305
H7 1.325 -0.204 -1.703
C14 3.585 -0.359 0.908
C15 4.304 -0.295 2.095
C16 5.667 -0.061 2.085
C17 6.332 0.113 0.883
C18 5.625 0.050 -0.305
C19 4.261 -0.183 -0.293
H8 3.724 -0.240 -1.227
H9 6.138 0.183 -1.247
H10 7.397 0.295 0.873
H11 6.211 -0.015 3.017
H12 3.790 -0.431 3.036
H13 1.825 -0.991 1.926
C20 -2.339 0.963 0.098
C21 -2.791 -0.280 -0.287
N2 -1.988 -1.148 -0.964
H14 -2.145 -2.132 -0.825
H15 -1.007 -0.907 -0.977
N3 -4.099 -0.640 -0.087
C22 -5.021 0.228 0.481
O2 -6.175 -0.086 0.667
N4 -4.537 1.465 0.790
C23 -3.219 1.918 0.708
O3 -2.940 3.026 1.121
H16 -5.198 2.101 1.223
C24 -4.599 -1.978 -0.375
C25 -4.499 -2.903 0.842
C26 -3.074 -3.226 1.278
H17 -2.542 -3.780 0.505
H18 -2.512 -2.327 1.525
H19 -3.100 -3.850 2.168
H20 -5.023 -3.829 0.599
H21 -5.032 -2.427 1.667
H22 -4.081 -2.385 -1.244
H23 -5.656 -1.856 -0.627
H24 0.294 2.043 -1.458
H25 -1.374 2.619 -1.441
H26 0.755 3.396 0.606
H27 -0.948 3.862 0.652
H28 -0.666 4.985 -1.574
H29 0.309 5.686 -0.286
H30 1.328 3.820 -2.481
H31 1.676 5.533 -2.296
H32 2.297 4.381 -1.115

Energy above the lowest of the compared OMol25 structures with the same formula, charge and spin = 7.8 kcal/mol
Lowest unoccupied orbital energy = 0.60 eV
Frontier orbital gap = 8.898 eV
Energy = -1454.800761 hartree


(6)
Here is 5 unconnected molecules or ions with the total composition C14H29Cl8FNS in a non-equilibrium geometry from OMol25. Energies are from ωB97M-V/def2-TZVPD.

Element x y z (Å)
C1 3.886 1.124 -1.165
C2 2.912 1.212 -2.351
S1 1.630 2.484 -2.119
C3 0.430 1.769 -0.805
N1 -0.767 1.243 -1.317
C4 -0.635 -0.102 -1.814
C5 -0.328 -1.188 -0.718
C6 0.960 -1.910 -0.974
F1 1.197 -2.877 0.044
H1 3.509 0.484 -0.377
H2 4.003 2.126 -0.768
H3 4.856 0.752 -1.493
H4 2.477 0.242 -2.563
H5 3.475 1.513 -3.230
H6 1.031 1.073 -0.199
H7 0.175 2.603 -0.158
H8 -1.606 -0.371 -2.226
H9 0.073 -0.205 -2.657
H10 -1.137 -1.910 -0.664
H11 -0.265 -0.683 0.241
H12 0.956 -2.429 -1.930
H13 1.796 -1.227 -0.918
Cl1 -3.557 -0.643 -0.551
C7 -4.978 -1.703 -0.654
C8 -4.968 -2.549 -1.902
Cl2 -5.205 -1.580 -3.380
H14 -5.869 -1.083 -0.606
H15 -4.960 -2.353 0.221
H16 -5.782 -3.271 -1.864
H17 -4.029 -3.087 -2.004
Cl3 -3.540 4.140 2.438
C9 -3.412 4.125 0.654
C10 -4.663 4.658 0.004
Cl4 -6.091 3.612 0.228
H18 -3.174 3.109 0.343
H19 -2.576 4.767 0.384
H20 -4.500 4.750 -1.068
H21 -4.923 5.635 0.404
Cl5 4.269 -6.951 -0.286
C11 3.831 -5.966 1.137
C12 4.120 -4.503 0.934
Cl6 5.872 -4.168 0.858
H22 4.372 -6.362 1.992
H23 2.765 -6.103 1.302
H24 3.722 -3.934 1.771
H25 3.664 -4.130 0.022
Cl7 -0.503 3.359 3.385
C13 0.747 2.147 3.763
C14 2.108 2.677 3.387
Cl8 2.251 2.854 1.625
H26 0.506 1.233 3.227
H27 0.705 1.947 4.833
H28 2.893 1.998 3.719
H29 2.277 3.651 3.841

Lowest unoccupied orbital energy = 2.47 eV
Frontier orbital gap = 4.795 eV
Net charge = -1
Energy = -4785.164831 hartree


(7)
Here is a molecular structure, C37H25MnN10O2S from OMol25. Energies are from ωB97M-V/def2-TZVPD.

Element x y z (Å)
Mn1 0.499 0.393 -0.407
C1 -1.898 0.984 -3.919
C2 -3.026 1.711 -3.542
C3 -3.094 2.205 -2.266
C4 -2.046 1.957 -1.355
N1 -0.992 1.195 -1.702
C5 -0.923 0.762 -2.975
N2 -2.175 2.588 -0.138
C6 -1.268 2.523 0.788
N3 -0.107 1.825 0.862
C7 0.481 2.056 2.081
N4 1.532 1.554 2.630
C8 2.239 0.481 2.118
C9 3.266 0.002 2.953
C10 4.015 -1.080 2.570
C11 3.750 -1.677 1.339
C12 2.746 -1.149 0.564
N5 1.993 -0.097 0.932
C13 -0.336 3.046 2.822
C14 -0.187 3.608 4.075
C15 -1.187 4.474 4.503
C16 -2.297 4.748 3.705
C17 -2.445 4.165 2.451
C18 -1.439 3.313 2.033
H1 -1.771 0.600 -4.921
H2 -3.827 1.902 -4.246
H3 -3.923 2.804 -1.921
H4 -0.015 0.232 -3.218
H5 3.412 0.504 3.897
H6 4.791 -1.464 3.219
H7 4.301 -2.539 0.988
H8 2.508 -1.564 -0.407
H9 0.670 3.367 4.689
H10 -1.110 4.938 5.479
H11 -3.061 5.423 4.074
H12 -3.305 4.357 1.824
N6 -6.327 -3.880 3.134
C19 -5.030 -3.369 2.967
C20 -3.922 -4.208 3.061
C21 -2.641 -3.695 2.933
C22 -2.455 -2.340 2.723
C23 -3.552 -1.495 2.636
C24 -4.832 -2.004 2.755
S1 -0.826 -1.659 2.558
O1 0.104 -2.706 2.907
O2 -0.807 -0.450 3.343
N7 -0.702 -1.202 1.032
C25 -0.666 -2.090 0.035
N8 -0.175 -1.531 -1.112
C26 -0.108 -2.288 -2.192
C27 -0.520 -3.611 -2.188
C28 -0.986 -4.096 -0.973
N9 -1.062 -3.373 0.130
H13 -6.414 -4.854 2.887
H14 -7.041 -3.328 2.684
H15 -4.066 -5.269 3.232
H16 -1.774 -4.338 2.980
H17 -3.396 -0.435 2.477
H18 -5.687 -1.341 2.689
H19 0.307 -1.831 -3.084
H20 -0.462 -4.229 -3.071
H21 -1.311 -5.130 -0.886
N10 7.848 1.765 -7.129
C29 6.994 1.599 -6.375
C30 5.933 1.390 -5.436
C31 4.606 1.395 -5.869
C32 3.586 1.189 -4.963
C33 3.855 0.975 -3.604
C34 5.196 0.977 -3.186
C35 6.222 1.180 -4.086
C36 2.807 0.767 -2.665
C37 1.932 0.620 -1.823
H22 4.385 1.560 -6.915
H23 2.556 1.195 -5.295
H24 5.412 0.815 -2.139
H25 7.251 1.179 -3.751

Multiplicity = 2
Energy above the lowest of the compared OMol25 structures with the same formula, charge and spin = 4.8 kcal/mol
Lowest unoccupied orbital energy (alpha / beta) = 2.09 / 2.08 eV
Frontier orbital gap (alpha / beta) = 7.014 / 6.644 eV
Net charge = -1
Energy = -3672.305694 hartree


(8)
Here is a gas-phase ion, C5H12N3 (charge +1) in a non-equilibrium geometry from OMol25. Energies are from ωB97M-V/def2-TZVPD.

Element x y z (Å)
C1 0.489 0.085 0.196
C2 1.307 -0.377 1.157
C3 -0.898 -0.293 0.396
C4 -2.020 -0.400 -0.537
C5 2.738 -0.405 1.139
N1 0.887 0.886 -0.933
N2 -1.903 -0.593 -1.858
N3 -1.727 0.971 0.373
H1 0.820 -1.168 1.672
H2 -1.102 -0.901 1.333
H3 -2.966 -0.851 -0.119
H4 2.971 -1.365 0.694
H5 3.181 -0.125 2.044
H6 2.969 0.417 0.366
H7 1.523 1.618 -0.664
H8 -2.881 -0.637 -2.200
H9 -1.228 -0.213 -2.411
H10 -1.160 1.704 -0.085
H11 1.390 0.287 -1.576
H12 -2.390 1.361 1.013

Energy above the lowest of the compared OMol25 structures with the same formula, charge and spin = 70.3 kcal/mol
Lowest unoccupied orbital energy = -2.86 eV
Frontier orbital gap = 10.479 eV
Net charge = +1
Energy = -361.656130 hartree


(9)
Here is C3H6N2OS in the gas phase in a non-equilibrium geometry from OMol25. Energies are from ωB97M-V/def2-TZVPD.

Element x y z (Å)
C1 -1.420 0.806 0.945
C2 -0.496 -0.409 0.578
C3 1.499 -0.790 -0.878
H1 -1.790 2.771 0.358
H2 -0.750 1.956 -0.570
H3 -2.460 0.488 0.612
H4 -1.387 0.780 2.049
H5 -0.939 -1.240 1.095
H6 2.118 -1.215 -1.627
N1 -1.043 2.073 0.395
N2 1.861 -0.599 0.316
O1 0.773 -0.100 1.061
S1 -0.262 -0.668 -1.203

Energy above the lowest of the compared OMol25 structures with the same formula, charge and spin = 75.8 kcal/mol
Lowest unoccupied orbital energy = 0.66 eV
Frontier orbital gap = 9.691 eV
Energy = -700.768426 hartree


(10)
Here is a molecular structure, C18H20BiBrN4O2STe4 from OMol25. Energies are from ωB97M-V/def2-TZVPD.

Element x y z (Å)
Bi1 -1.832 -1.920 -0.453
O1 2.766 -1.436 -1.572
C1 3.368 -0.847 -0.519
C2 4.747 -0.645 -0.582
C3 5.412 -0.018 0.455
C4 4.719 0.417 1.580
C5 3.352 0.210 1.643
C6 2.657 -0.417 0.613
C7 1.148 -0.584 0.728
O2 0.650 -1.643 -0.010
N1 0.559 0.695 0.331
N2 -0.759 0.836 0.408
C8 -1.295 1.919 -0.012
C9 -2.731 2.162 0.033
Br1 -3.840 0.653 0.383
C10 -3.336 3.330 -0.192
C11 -2.671 4.635 -0.372
C12 -3.202 5.538 -1.294
C13 -2.620 6.779 -1.491
C14 -1.502 7.148 -0.755
C15 -0.981 6.272 0.186
C16 -1.563 5.028 0.381
H1 1.822 -1.578 -1.294
H2 5.272 -0.984 -1.465
H3 6.482 0.134 0.386
H4 5.239 0.904 2.394
H5 2.795 0.535 2.516
H6 0.900 -0.721 1.793
H7 1.122 1.382 -0.153
H8 -0.689 2.715 -0.444
H9 -4.417 3.337 -0.261
H10 -4.076 5.254 -1.868
H11 -3.041 7.462 -2.218
H12 -1.050 8.120 -0.904
H13 -0.125 6.562 0.782
H14 -1.175 4.369 1.147
Te1 -1.733 -2.279 2.338
Te2 -3.761 -3.998 2.839
Te3 -5.579 -2.695 1.355
Te4 -4.324 -3.328 -0.946
C17 -0.340 -7.156 -1.155
N3 0.482 -6.243 -0.376
C18 0.362 -4.911 -0.387
N4 1.107 -4.185 0.420
S1 -0.768 -4.209 -1.480
H15 0.023 -8.165 -0.975
H16 -0.264 -6.939 -2.219
H17 -1.386 -7.089 -0.857
H18 1.178 -6.641 0.232
H19 1.784 -4.624 1.023
H20 1.113 -3.138 0.291

Energy above the lowest of the compared OMol25 structures with the same formula, charge and spin = 2.0 kcal/mol
Lowest unoccupied orbital energy = -0.42 eV
Frontier orbital gap = 6.913 eV
Energy = -5326.358325 hartree


(11)
Here is 2 unconnected molecules or ions with the total composition C2H8NO4 from OMol25. Energies are from ωB97M-V/def2-TZVPD.

Element x y z (Å)
C1 1.313 -2.388 0.649
C2 -0.211 -0.506 0.260
N1 0.057 -1.680 0.778
O1 -1.354 0.019 0.483
O2 0.707 0.088 -0.455
O3 -2.135 3.285 -0.485
O4 -1.203 2.215 -0.670
H1 1.129 -3.399 0.288
H2 1.956 -1.864 -0.053
H3 1.805 -2.445 1.620
H4 -2.623 3.318 -1.345
H5 -0.670 -2.105 1.340
H6 -1.451 1.000 0.048
H7 0.439 0.966 -0.782
H8 -1.554 4.079 -0.393

Energy above the lowest of the compared OMol25 structures with the same formula, charge and spin = 89.2 kcal/mol
Lowest unoccupied orbital energy = -3.69 eV
Frontier orbital gap = 11.070 eV
Net charge = +1
Energy = -436.357858 hartree


> The highest energy belongs to which entry?

C4H13N2


> Look up the energy of the seventh one.

-3672.305694 hartree